Entry P
Here is a cluster of 2 separate species, C7H16O2 in total from the Open Molecules 2025 dataset. Energies are from wB97M-V/def2-TZVPD.

XYZ file:
```
25
Properties=species:S:1:pos:R:3:lowdin_charge:R:1
C 0.43606 -1.41803 -0.53706 -0.540
C 1.73788 -1.71959 -1.23264 -0.033
C 0.04745 -2.36257 0.58393 -0.035
O -0.56357 -1.08890 -1.38650 -0.053
H -1.21500 -0.51959 -0.79883 0.093
H 0.60123 -0.29346 0.14772 0.118
H 0.84896 -2.44836 1.31782 0.083
H 2.54926 -1.82410 -0.51465 0.082
H 1.64729 -2.66496 -1.77245 0.087
H 1.96876 -0.93991 -1.95573 0.080
H -0.85529 -2.00374 1.07458 0.078
H -0.14209 -3.35286 0.15897 0.087
C -2.34608 1.54688 0.11828 -0.128
C 0.56939 1.90709 -0.54381 -0.045
C 0.14920 1.01969 0.59398 -0.340
C 0.47278 1.22859 1.87711 0.037
O -1.43492 0.50168 0.35056 -0.238
H -2.17962 2.36131 0.83364 0.091
H -2.26530 1.94897 -0.89942 0.087
H -3.35509 1.15262 0.26320 0.092
H 1.64340 2.08978 -0.48798 0.094
H 0.06210 2.87024 -0.50820 0.085
H 0.34116 1.41389 -1.49002 0.088
H 0.09150 0.60321 2.66914 0.066
H 1.19056 1.99211 2.13838 0.065
```

As for the SMILES: C=C(C)OC.CC(C)O. The highest occupied orbital energy comes out at -7.79 eV.

Entry Q
Here is a structure of composition C7H16O2 from the Open Molecules 2025 dataset. Energies are from wB97M-V/def2-TZVPD.

XYZ file:
```
25
Properties=species:S:1:pos:R:3:lowdin_charge:R:1
C 1.17795 0.28328 -0.38938 -0.540
C 2.59577 -0.20800 -0.10321 -0.071
C 0.80587 -0.03957 -1.83197 -0.060
C 1.06396 1.77106 -0.07252 -0.065
C 0.24013 -0.68373 0.72044 -0.289
O 0.27850 -1.91768 0.60158 -0.036
H 0.23994 -0.16156 1.68622 0.133
H 1.27738 1.97138 0.98214 0.082
H 1.79002 2.35064 -0.65247 0.089
H 2.90175 0.00232 0.92528 0.086
H 2.67693 -1.28526 -0.26762 0.086
H 3.31592 0.28186 -0.76839 0.087
H 1.54870 0.35528 -2.53254 0.089
H -0.14968 0.41847 -2.10606 0.080
H 0.70770 -1.12127 -1.96075 0.094
H 0.07099 2.16488 -0.31081 0.080
C -2.07784 -0.38431 0.13143 -0.330
C -2.69610 -0.10118 1.48288 -0.067
O -2.32982 -1.67357 -0.31484 -0.042
H -1.59390 -2.22655 0.05408 0.093
H -2.44232 0.32518 -0.61935 0.123
H -0.79733 -0.02087 -0.11151 0.130
H -3.78624 -0.05937 1.39190 0.084
H -2.35129 0.85953 1.87422 0.079
H -2.46698 -0.90099 2.19129 0.086
```

The highest occupied orbital energy comes out at -9.05 eV.

Pick entry Q: it beats the second-best structure by 0.0511 hartree.

Entry P
Here is a cluster of 2 separate species, CH5N4O2 in total from the Open Molecules 2025 dataset. Energies are from wB97M-V/def2-TZVPD.

XYZ file:
```
12
Properties=species:S:1:pos:R:3:lowdin_charge:R:1
C 1.27454 1.97791 2.22640 -0.408
N 1.73610 2.98559 2.63612 0.264
N -0.06951 -1.07302 0.36963 0.222
N -1.64765 0.63785 0.42963 0.267
N -0.66964 0.02809 0.08353 -0.214
O 0.89230 0.98038 1.82797 0.123
O 0.20268 0.78269 -1.07704 0.085
H 0.12417 1.71716 -1.22152 0.099
H 2.20322 3.59017 3.21685 0.078
H -0.47412 -1.82443 1.03238 0.231
H 0.71378 -1.27335 -0.13383 0.108
H -2.32134 0.38080 1.13435 0.145
```

As for the charge: +1. The highest occupied orbital energy comes out at -14.69 eV.

Entry Q
Here is a cluster of 2 separate species, CH5N4O2 in total from the Open Molecules 2025 dataset. Energies are from wB97M-V/def2-TZVPD.

XYZ file:
```
12
Properties=species:S:1:pos:R:3:lowdin_charge:R:1
C -1.14987 0.31969 0.19165 -0.575
N 1.61003 0.61948 0.06406 0.170
N -1.02527 1.59518 0.02048 0.229
N -0.02951 -0.47536 -0.38020 0.061
N -0.18606 -1.64093 0.01943 0.191
O -2.06911 -0.30868 0.58484 0.136
O 2.51236 -0.24432 0.03195 0.045
H -0.42236 2.11266 -0.57297 0.116
H -1.82630 2.19725 0.25703 0.165
H 0.46746 -2.32645 -0.21710 0.138
H -1.15591 -1.76207 0.50817 0.189
H 3.27453 -0.08646 -0.50735 0.135
```

As for the charge: +1. The highest occupied orbital energy (alpha / beta) comes out at -13.85 / -15.03 eV.

Pick entry P: it beats the second-best structure by 0.0141 hartree.

Entry P
Here is a cluster of 5 separate species, H9O5 in total from the Open Molecules 2025 dataset. Energies are from wB97M-V/def2-TZVPD.

XYZ file:
```
14
Properties=species:S:1:pos:R:3:lowdin_charge:R:1
O -0.99022 -0.86036 0.89406 -0.413
H -0.79476 -1.33453 1.67503 -0.094
O -3.26376 -2.03747 0.59125 -0.190
H -3.19175 -2.15577 -0.38249 0.005
H -2.41099 -1.47523 0.62177 -0.054
O 1.27730 0.90238 0.98391 -0.089
H 0.72357 1.49507 1.42990 -0.011
H 0.77706 0.05798 0.81365 0.014
O -0.29373 -0.57681 -1.80760 -0.100
H -0.73474 -0.77419 -0.97009 -0.033
H 0.08501 -1.37744 -2.19407 0.018
O 3.18996 3.09581 -0.48853 -0.176
H 3.05121 2.44684 -1.31569 0.098
H 2.57584 2.59370 0.14889 0.026
```

As for the charge: -1. The highest occupied orbital energy comes out at -4.66 eV.

Entry Q
Here is a structure of composition H9O5 from the Open Molecules 2025 dataset. Energies are from wB97M-V/def2-TZVPD.

XYZ file:
```
14
Properties=species:S:1:pos:R:3:lowdin_charge:R:1
O -0.58070 1.25729 0.55622 -0.264
H -1.35489 1.29141 -0.03117 -0.036
O 0.19129 4.10430 -1.44207 -0.058
H 0.22987 4.25895 -0.51281 0.013
H -0.22111 3.24918 -1.45199 0.006
O -0.37928 -0.76383 1.66457 -0.333
H 0.15807 -0.45519 2.42323 -0.025
H -0.58477 0.34353 1.16583 -0.143
O -1.31141 -3.34396 2.09800 -0.150
H -1.41362 -3.65188 1.15562 0.032
H -1.10395 -2.39245 1.97429 -0.040
O 2.41819 -1.10387 -2.74876 -0.059
H 1.99502 -1.99995 -2.83759 0.061
H 1.95730 -0.79354 -2.01336 -0.005
```

As for the charge: -1. The highest occupied orbital energy comes out at -4.51 eV.

Pick entry P: it beats the second-best structure by 0.0085 hartree.

Entry P
Here is an isolated molecule of C9H8ClNO3 from the Open Molecules 2025 dataset. Energies are from wB97M-V/def2-TZVPD.

XYZ file:
```
22
Properties=species:S:1:pos:R:3:lowdin_charge:R:1
C -0.70959 -0.75357 2.95430 0.166
C -0.74255 -0.88730 1.78159 -0.118
C -2.20208 0.34672 -0.81007 -0.099
C -1.35964 1.44089 -0.53707 0.024
C -0.51921 -1.12974 0.39295 -0.281
C -1.79760 -0.85177 -0.41440 -0.615
C 0.61940 -0.12993 0.10889 -0.194
C -0.12982 1.24636 -0.03420 -0.080
C 1.54736 -0.44655 -1.00463 -0.202
N 0.69150 2.37153 0.31427 -0.315
O 1.84459 2.18175 0.76578 0.054
O 0.21801 3.46696 0.10200 0.091
O 2.85101 -0.12610 -0.54382 -0.067
Cl -2.70704 -2.25405 -0.70560 0.760
H -0.83332 -0.40494 3.94321 0.038
H -3.15098 0.45385 -1.35207 0.127
H -1.78863 2.43762 -0.55204 0.136
H -0.17900 -2.08298 0.29342 0.109
H 1.20404 -0.10355 1.02812 0.147
H 1.39838 0.11253 -1.86096 0.108
H 1.62038 -1.58428 -1.08249 0.160
H 2.62020 0.76141 -0.19121 0.052
```

As for the SMILES: C#C[C@H]1C(Cl)=CC=C([N+](=O)[O-])[C@@H]1CO. The highest occupied orbital energy comes out at -9.55 eV.

Entry Q
Here is an isolated molecule of C9H8ClNO3 from the Open Molecules 2025 dataset. Energies are from wB97M-V/def2-TZVPD.

XYZ file:
```
22
Properties=species:S:1:pos:R:3:lowdin_charge:R:1
C 2.71428 0.70718 0.10537 -0.132
C 1.65557 0.33456 -0.89212 -0.094
C 2.88661 1.91775 0.46230 -0.226
C 0.05227 -1.51512 -0.94704 -0.361
C -2.12233 0.02451 1.57752 -0.107
C -2.92495 0.51378 0.34698 -0.062
C 1.55949 -1.33264 -1.33191 -0.524
C -1.88802 -0.64203 0.29725 -0.251
C 0.10353 0.75781 -0.16967 -0.405
N -0.62733 -0.32297 -0.31144 0.066
O 3.12915 3.00055 0.77189 0.206
O -0.59934 -2.46207 -1.23893 0.122
O -0.14245 1.72500 0.43967 0.129
Cl 2.47688 -2.40711 -0.35193 0.726
H 3.00950 -0.03020 0.87451 0.112
H 1.82462 0.98876 -1.78853 0.139
H -1.30761 0.69810 2.07550 0.149
H -2.72443 -0.53233 2.23222 0.076
H -4.04803 0.22389 0.19061 0.129
H -2.61684 1.53073 -0.01435 0.104
H 1.75021 -1.52442 -2.30555 0.058
H -2.16077 -1.65375 -0.02234 0.146
```

As for the SMILES: O=C=C[C@@H]1C(=O)N(C2CC2)C(=O)[C@@H]1Cl. The highest occupied orbital energy comes out at -8.93 eV.

Pick entry Q: it beats the second-best structure by 0.1242 hartree.